# 1
{
  "formula": "C12H15BCl2N6NiO2",
  "method": "ωB97M-V with the def2-TZVPD basis set",
  "elements": ["C", "N", "N", "C", "C", "B", "N", "N", "C", "C", "C", "Ni", "N", "N", "C", "C", "C", "H", "H", "H", "H", "H", "H", "H", "H", "H", "H", "H", "C", "H", "H", "H", "Cl", "C", "Cl", "C", "O", "O", "H"],
  "xyz": [[2.500, -0.745, 0.559], [1.248, -0.756, 0.024], [1.305, -0.136, -1.218], [2.605, 0.151, -1.491], [3.379, -0.207, -0.380], [0.024, 0.083, -2.090], [-0.887, -1.181, -1.831], [-0.928, -1.861, -0.619], [-1.748, -2.951, -0.746], [-2.166, -3.014, -2.076], [-1.609, -1.906, -2.732], [-0.180, -1.553, 0.961], [-0.575, 1.571, -1.942], [-0.870, 2.181, -0.741], [-1.288, 3.432, -0.997], [-1.241, 3.670, -2.396], [-0.800, 2.463, -2.963], [-1.597, 4.113, -0.208], [-0.616, 2.187, -3.987], [-1.477, 4.591, -2.888], [0.368, 0.046, -3.247], [-1.653, -1.614, -3.780], [2.909, 0.572, -2.451], [-2.795, -3.796, -2.477], [4.437, -0.094, -0.228], [-1.989, -3.548, 0.130], [2.610, -1.096, 1.586], [-1.618, -0.540, 1.391], [-1.737, -1.409, 2.081], [-2.767, -1.778, 1.921], [-1.026, -2.316, 1.863], [-1.560, -1.020, 3.084], [2.230, 2.618, 3.321], [1.490, 1.392, 4.361], [-0.127, 1.925, 4.858], [1.371, 0.050, 3.551], [2.035, -0.885, 4.017], [0.620, 0.162, 2.541], [2.123, 1.205, 5.238]],
  "forces_ev_per_angstrom": [[-1.307, 0.095, -1.135], [1.336, 0.953, -0.381], [-0.028, -0.864, 0.911], [-0.289, -0.235, 0.846], [-0.204, 0.087, 0.021], [0.951, -0.678, -0.583], [-0.015, -0.535, 0.848], [-2.397, -1.322, -1.869], [0.826, 1.676, -1.035], [-0.006, 0.105, 0.003], [0.138, -0.285, 1.139], [4.966, 3.941, -1.706], [-0.460, 1.036, -2.008], [-0.532, 0.976, 0.176], [0.344, -0.675, -0.597], [-0.562, 1.016, 1.989], [1.158, -3.424, 1.513], [0.174, -0.303, -0.204], [0.005, 0.014, -0.142], [-0.078, 0.177, -0.298], [-0.248, 0.052, 0.191], [-0.037, -0.017, 0.437], [-0.225, -0.090, 0.459], [0.090, 0.235, -0.175], [0.072, 0.061, -0.234], [0.136, -0.063, -0.492], [0.414, -0.035, -0.652], [-0.645, 0.035, 0.510], [-1.904, 0.425, 0.365], [0.710, -0.028, 0.226], [-2.092, -1.226, 1.858], [0.002, -0.485, -0.056], [-0.019, -0.787, 0.248], [0.453, 1.366, 1.316], [0.631, -0.654, -0.109], [-1.960, 0.257, -2.604], [-0.161, 0.424, 0.013], [1.075, -1.585, 1.467], [-0.312, 0.361, -0.256]],
  "e_above_lowest_ev": 0.6463,
  "charge": 2,
  "s_squared": 2.4038,
  "gap_ev": [8.15, 5.22],
  "spin_multiplicity": 3
}

# 2
{
  "formula": "C24H34BIrN6",
  "method": "ωB97M-V with the def2-TZVPD basis set",
  "elements": ["Ir", "C", "C", "C", "C", "C", "N", "N", "B", "N", "N", "C", "C", "C", "C", "C", "N", "N", "C", "C", "C", "C", "C", "H", "H", "H", "H", "H", "H", "H", "H", "H", "H", "H", "H", "H", "H", "H", "H", "H", "H", "H", "H", "H", "H", "C", "C", "C", "C", "C", "C", "C", "C", "C", "H", "H", "H", "H", "H", "H", "H", "H", "H", "H", "H", "H"],
  "xyz": [[-0.104, -0.540, 0.706], [0.736, 1.757, 3.351], [0.832, 2.253, 1.958], [1.201, 3.519, 1.478], [1.121, 3.452, 0.035], [1.423, 4.536, -0.906], [0.736, 2.226, -0.270], [0.559, 1.506, 0.895], [0.497, 1.569, -1.663], [-0.955, 1.097, -1.695], [-1.515, 0.517, -0.602], [-2.851, 0.550, -0.746], [-3.838, 0.171, 0.296], [-3.139, 1.091, -1.998], [-1.918, 1.432, -2.572], [-1.690, 2.038, -3.905], [1.434, 0.370, -1.753], [1.591, -0.464, -0.691], [2.679, -1.217, -0.908], [3.285, -2.119, 0.097], [3.184, -0.905, -2.171], [2.376, 0.106, -2.678], [2.485, 0.769, -3.999], [1.587, 2.101, 3.938], [0.703, 0.669, 3.357], [-0.159, 2.150, 3.837], [1.495, 4.375, 2.066], [1.733, 5.420, -0.354], [0.553, 4.793, -1.518], [2.220, 4.252, -1.600], [0.712, 2.344, -2.530], [-3.408, 0.236, 1.293], [-4.240, -0.830, 0.124], [-4.687, 0.851, 0.245], [-4.119, 1.232, -2.421], [-2.637, 2.151, -4.425], [-1.032, 1.416, -4.513], [-1.216, 3.019, -3.828], [2.700, -2.138, 1.010], [4.291, -1.766, 0.326], [3.408, -3.126, -0.305], [4.043, -1.346, -2.647], [3.281, 0.310, -4.578], [2.704, 1.834, -3.902], [1.552, 0.684, -4.557], [-1.683, -0.778, 4.030], [-1.179, -1.493, 2.819], [-2.061, -1.835, 1.782], [-1.651, -2.617, 0.681], [-2.630, -3.073, -0.347], [-0.325, -3.077, 0.652], [0.534, -2.906, 1.759], [1.720, -3.781, 1.954], [0.141, -2.003, 2.760], [-2.271, 0.103, 3.773], [-0.884, -0.501, 4.713], [-2.359, -1.447, 4.570], [-3.110, -1.599, 1.900], [-2.508, -2.528, -1.286], [-3.654, -2.948, -0.002], [-2.473, -4.128, -0.574], [-0.030, -3.748, -0.146], [2.175, -4.097, 1.018], [1.361, -4.693, 2.447], [2.468, -3.343, 2.611], [0.800, -1.854, 3.607]],
  "forces_ev_per_angstrom": [[-0.640, -0.775, -1.575], [0.021, 0.133, 0.034], [-0.369, -1.142, -0.434], [0.178, 0.487, 0.353], [-0.204, -0.665, -0.661], [0.067, 0.252, -0.148], [0.344, 1.346, 0.031], [-0.423, -1.391, 1.848], [-0.185, -0.845, -0.546], [-0.024, 0.181, -0.443], [1.679, -0.573, 0.949], [-0.220, -0.067, -0.171], [-0.137, -0.059, -0.055], [0.405, -0.031, 0.145], [-0.712, -0.185, 0.266], [0.375, 0.184, -0.103], [-0.035, 0.203, -0.384], [-1.550, 0.390, 1.128], [0.223, -0.104, -0.229], [0.116, 0.135, -0.145], [-0.350, 0.249, 0.164], [0.472, -0.598, 0.230], [-0.196, 0.382, -0.061], [0.046, -0.045, -0.019], [0.041, 0.060, 0.044], [-0.029, -0.005, -0.044], [0.006, 0.064, -0.040], [0.015, 0.025, -0.064], [-0.014, -0.078, 0.055], [-0.025, -0.054, 0.054], [0.035, 0.135, 0.018], [-0.106, 0.154, -0.068], [0.016, 0.054, 0.065], [0.023, 0.040, 0.004], [-0.012, 0.060, 0.009], [-0.004, 0.012, 0.007], [-0.056, -0.040, 0.000], [-0.079, 0.023, -0.003], [0.360, 0.280, -0.280], [-0.022, 0.054, 0.056], [-0.073, 0.025, 0.042], [0.028, 0.000, 0.015], [0.002, -0.011, 0.010], [0.057, -0.025, 0.003], [0.032, -0.054, -0.023], [-0.131, 0.048, 0.145], [-0.126, 0.277, -0.150], [0.350, 0.576, 0.442], [0.258, -0.007, -0.308], [-0.048, 0.047, -0.279], [-0.198, 0.504, -0.365], [0.277, 0.379, 0.439], [-0.002, -0.485, 0.092], [0.445, 0.198, -0.078], [0.037, 0.015, -0.034], [0.004, 0.007, -0.024], [0.054, -0.029, 0.009], [0.148, 0.074, -0.104], [-0.019, 0.035, 0.023], [0.029, 0.006, -0.004], [0.042, 0.011, 0.035], [0.089, 0.166, -0.113], [-0.153, -0.073, 0.190], [-0.123, 0.049, 0.057], [-0.020, -0.033, 0.001], [0.010, 0.056, -0.008]],
  "e_above_lowest_ev": 0.0000,
  "charge": 3,
  "s_squared": 0.7629,
  "gap_ev": [6.76, 4.61],
  "spin_multiplicity": 2
}

# 3
{
  "formula": "C19H36BCl9IO5S",
  "method": "ωB97M-V with the def2-TZVPD basis set",
  "elements": ["C", "C", "O", "C", "C", "C", "I", "O", "B", "C", "C", "C", "Cl", "C", "C", "C", "C", "O", "O", "C", "C", "O", "C", "S", "H", "H", "H", "H", "H", "H", "H", "H", "H", "H", "H", "H", "H", "H", "H", "H", "H", "H", "H", "H", "H", "H", "H", "H", "H", "H", "H", "H", "C", "Cl", "Cl", "H", "H", "C", "Cl", "Cl", "H", "H", "C", "Cl", "Cl", "H", "H", "C", "Cl", "Cl", "H", "H"],
  "xyz": [[-5.059, -1.709, -0.790], [-3.592, -1.794, -1.206], [-3.245, -0.592, -1.871], [-2.137, -0.746, -2.734], [-0.776, -0.632, -2.062], [-0.353, 0.706, -1.421], [-1.673, 2.427, -1.804], [-0.117, 0.438, -0.096], [0.872, 1.420, 0.499], [0.029, 2.393, 1.501], [-0.736, 1.496, 2.513], [-0.930, 2.233, 3.828], [-1.434, 1.147, 5.178], [2.180, 0.695, 1.212], [2.587, 1.225, 2.590], [3.687, 0.391, 3.269], [3.291, -1.034, 3.540], [2.175, -1.452, 3.514], [4.314, -1.881, 3.928], [5.185, -2.253, 2.843], [4.534, -3.331, 1.960], [1.361, 2.100, -0.783], [1.066, 1.299, -1.839], [2.237, -0.061, -2.258], [-5.592, -1.179, -1.583], [-5.161, -1.095, 0.101], [-5.502, -2.693, -0.657], [-2.984, -1.871, -0.299], [-3.438, -2.668, -1.844], [-2.205, -0.048, -3.571], [-2.181, -1.749, -3.184], [-0.045, -0.904, -2.827], [-0.693, -1.395, -1.292], [0.642, 3.108, 2.061], [-0.729, 2.970, 0.966], [-0.104, 0.631, 2.734], [-1.678, 1.148, 2.101], [-1.724, 2.971, 3.727], [-0.003, 2.716, 4.121], [3.038, 0.878, 0.559], [2.024, -0.386, 1.225], [3.022, 2.216, 2.443], [1.761, 1.289, 3.295], [4.609, 0.432, 2.691], [3.890, 0.810, 4.261], [5.418, -1.372, 2.248], [6.085, -2.637, 3.315], [5.151, -4.228, 1.982], [3.549, -3.592, 2.338], [4.433, -2.969, 0.939], [0.927, 1.873, -2.759], [3.288, 0.102, -1.453], [6.918, -5.355, -0.218], [7.192, -3.616, -0.117], [6.882, -5.930, -1.890], [7.722, -5.862, 0.302], [5.963, -5.578, 0.244], [-5.135, 4.531, -2.345], [-3.460, 4.936, -2.683], [-6.188, 4.775, -3.756], [-5.181, 3.487, -2.059], [-5.491, 5.161, -1.541], [-1.358, -0.659, -6.494], [-1.640, -2.354, -6.926], [0.206, -0.421, -5.717], [-1.391, -0.065, -7.400], [-2.136, -0.347, -5.807], [-6.521, 2.398, 1.116], [-6.873, 4.120, 0.897], [-4.963, 1.918, 0.439], [-6.511, 2.191, 2.180], [-7.301, 1.827, 0.626]],
  "forces_ev_per_angstrom": [[0.235, 0.497, -0.457], [-0.355, 0.408, 0.700], [-0.192, -0.168, -0.454], [0.468, -0.361, -0.103], [-0.537, 0.406, -0.577], [2.161, -1.609, 1.029], [-0.268, -0.300, -0.053], [-0.585, 0.258, -0.071], [0.200, 0.327, -0.300], [-0.532, -0.201, 0.112], [1.009, 0.155, 0.334], [-0.401, 0.000, -0.609], [-0.019, -0.007, 0.077], [-0.381, 0.071, 0.058], [0.519, -0.547, -0.114], [-0.370, 0.228, 0.009], [-0.067, -0.136, -0.073], [-0.329, -0.014, 0.201], [0.387, 0.150, -0.234], [-0.572, -0.281, 0.147], [0.216, 0.188, 0.182], [0.448, 0.019, 0.102], [-1.601, 0.852, 0.000], [0.333, -0.765, -0.547], [-0.114, -0.170, -0.050], [-0.086, -0.145, 0.178], [0.006, -0.030, 0.189], [0.197, -0.354, -0.108], [0.165, 0.009, -0.117], [-0.266, 0.316, 0.284], [-0.017, -0.018, -0.058], [-0.036, 0.046, -0.018], [0.026, 0.089, 0.177], [0.151, 0.027, -0.096], [0.192, 0.181, -0.138], [-0.283, -0.230, -0.076], [-0.067, -0.084, 0.005], [0.086, 0.148, 0.156], [-0.013, -0.015, 0.214], [0.028, -0.045, -0.110], [-0.021, -0.088, 0.156], [-0.250, 0.189, 0.201], [-0.114, 0.116, -0.085], [0.104, -0.027, 0.069], [0.255, -0.015, -0.004], [0.215, 0.025, 0.016], [0.109, 0.135, 0.018], [-0.057, -0.089, -0.166], [-0.064, 0.093, 0.068], [-0.050, -0.173, -0.097], [0.413, 0.025, -0.030], [-0.209, 0.455, 0.263], [-0.042, -0.026, 0.067], [0.151, 0.036, -0.051], [0.001, -0.036, 0.005], [0.042, 0.018, -0.039], [-0.039, 0.039, -0.057], [-0.007, -0.105, 0.082], [-0.178, 0.475, -0.166], [-0.035, -0.003, 0.017], [0.022, -0.028, -0.055], [-0.032, 0.048, -0.020], [-0.014, 0.120, 0.035], [-0.037, -0.009, -0.017], [0.011, 0.016, 0.004], [0.039, -0.045, -0.037], [0.008, -0.062, 0.038], [0.113, -0.280, 0.069], [-0.022, 0.064, -0.015], [-0.066, 0.134, -0.028], [0.025, 0.053, 0.018], [-0.009, 0.049, -0.054]],
  "charge": -1,
  "gap_ev": 7.20
}

# 4
{
  "formula": "C4H12N2O",
  "method": "ωB97M-V with the def2-TZVPD basis set",
  "elements": ["H", "N", "C", "C", "C", "O", "H", "H", "H", "H", "H", "H", "C", "N", "H", "H", "H", "H", "H"],
  "xyz": [[-0.296, 0.481, 1.925], [-0.927, -0.226, 1.545], [-1.371, 0.064, 0.405], [-2.325, -0.863, -0.279], [-0.997, 1.316, -0.370], [0.059, 2.028, 0.211], [-1.875, -1.256, -1.190], [-2.574, -1.686, 0.384], [-3.232, -0.328, -0.555], [-0.772, 1.043, -1.413], [-1.861, 1.991, -0.380], [0.854, 1.448, 0.224], [1.953, -1.028, -0.339], [2.254, 0.263, 0.266], [2.780, -1.747, -0.285], [1.702, -0.871, -1.387], [1.089, -1.454, 0.170], [2.475, 0.140, 1.250], [3.063, 0.683, -0.180]],
  "forces_ev_per_angstrom": [[-0.067, 0.187, -0.334], [0.121, -0.410, 0.697], [-0.022, 0.283, -0.345], [0.004, -0.033, 0.085], [0.179, 0.114, 0.174], [-0.001, 0.135, 0.091], [-0.012, -0.030, -0.139], [-0.036, -0.033, 0.012], [-0.125, 0.013, -0.106], [-0.126, -0.031, 0.069], [-0.017, -0.132, -0.131], [-0.014, 0.014, -0.069], [-0.002, -0.242, -0.069], [0.230, 0.197, 0.151], [-0.077, 0.042, -0.027], [-0.048, -0.086, -0.016], [0.000, -0.050, -0.087], [0.062, 0.075, -0.094], [-0.050, -0.015, 0.139]],
  "smiles": "[H]/N=C(/C)CO.CN",
  "e_above_lowest_ev": 1.2839,
  "charge": 0,
  "gap_ev": 10.29
}